Below is C50H57CsN6O5 as an isolated structure at a distorted geometry, with properties calculated with ωB97M-V/def2-TZVPD.

XYZ file:
```
119
Properties=species:S:1:pos:R:3:forces:R:3
Cs -0.349 0.523 0.663 -1.4 -1.7 -2.1
C 4.092 -4.517 2.129 -0.1 0.0 0.1
C 3.064 -3.657 2.877 0.1 0.1 -0.2
C 2.801 -2.362 2.169 -0.2 -0.1 -0.2
C 3.364 -1.135 2.390 0.0 0.2 0.0
C 4.379 -0.751 3.423 0.0 0.0 -0.1
C 5.794 -0.628 2.843 -0.1 0.0 0.1
C 2.791 -0.252 1.389 0.2 -0.9 0.3
N 1.952 -0.912 0.594 0.8 0.0 -0.2
C 1.916 -2.191 1.029 0.4 -0.4 0.5
C 1.152 -3.215 0.453 0.0 0.3 -0.2
C 0.346 -3.152 -0.671 -0.2 -0.5 0.0
C -0.391 -4.260 -1.262 0.1 0.1 0.2
C -0.393 -5.677 -0.773 0.1 0.0 -0.1
C 0.837 -6.449 -1.269 -0.1 0.0 0.1
C -0.999 -3.747 -2.371 0.0 0.1 -0.2
C -0.621 -2.336 -2.419 0.1 -0.6 0.6
C -0.979 -1.421 -3.463 0.0 0.6 -0.3
C -0.747 -0.085 -3.537 -0.3 -0.6 -0.2
N -0.192 0.701 -2.532 0.4 0.5 0.2
C -0.037 1.889 -3.034 -0.2 -0.4 0.0
C 0.400 3.113 -2.277 -0.5 0.1 -0.2
C 1.371 2.928 -1.151 0.2 -0.2 0.0
N 1.636 1.799 -0.570 0.5 0.4 -1.0
C 2.579 2.060 0.412 0.5 0.0 0.6
C 3.074 1.141 1.288 -0.1 0.6 -0.3
C 2.929 3.482 0.384 -0.2 0.3 -0.2
C 2.172 4.029 -0.604 0.3 0.2 0.3
C 2.142 5.447 -1.079 -0.2 0.0 0.1
C 0.926 6.216 -0.550 0.0 -0.1 0.0
C 3.913 4.168 1.279 0.1 -0.1 -0.1
C 5.373 3.861 0.924 0.0 0.0 0.0
C -0.543 1.975 -4.424 -0.1 -0.2 -0.2
C -0.996 0.738 -4.729 0.1 0.3 -0.1
C -1.694 0.295 -5.977 -0.1 0.0 0.2
C -3.217 0.356 -5.797 0.1 0.0 -0.1
C -0.563 3.218 -5.249 0.1 0.1 -0.1
C 0.808 3.527 -5.867 -0.2 -0.1 0.0
N 0.162 -2.022 -1.405 0.0 0.4 -0.3
C -1.918 -4.439 -3.330 -0.1 0.1 0.1
C -3.390 -4.110 -3.054 0.1 -0.1 -0.1
H 4.252 -5.479 2.627 0.0 0.0 0.0
H 3.750 -4.703 1.110 0.0 0.0 0.0
H 5.048 -3.994 2.069 0.0 0.0 0.0
H 2.130 -4.217 2.975 0.0 0.0 0.1
H 3.427 -3.462 3.891 0.0 0.0 0.0
H 4.096 0.203 3.880 0.0 0.0 0.1
H 4.388 -1.495 4.224 0.0 0.0 0.0
H 5.822 0.123 2.053 0.0 0.0 0.0
H 6.513 -0.344 3.617 0.0 0.0 0.0
H 6.110 -1.579 2.410 0.0 0.0 0.0
H 1.220 -4.185 0.938 0.0 0.0 0.0
H -0.408 -5.692 0.320 -0.1 0.0 0.0
H -1.298 -6.190 -1.111 0.0 0.0 0.0
H 1.750 -5.950 -0.940 0.0 0.0 0.0
H 0.848 -7.477 -0.893 0.0 0.0 0.0
H 0.848 -6.478 -2.360 0.0 0.0 0.0
H -1.452 -1.870 -4.333 0.0 0.0 0.0
H 0.845 3.829 -2.976 0.0 0.0 0.0
H 3.771 1.523 2.029 0.0 0.0 0.0
H 3.068 5.949 -0.780 0.0 0.0 -0.1
H 2.104 5.458 -2.172 0.0 0.0 0.0
H 0.948 6.257 0.543 0.0 0.0 0.0
H 0.921 7.238 -0.939 0.0 0.0 0.0
H 0.005 5.720 -0.865 0.0 0.1 -0.1
H 3.756 5.247 1.216 0.0 0.0 0.1
H 3.727 3.873 2.316 0.0 0.1 0.0
H 5.611 4.234 -0.074 0.0 0.0 0.0
H 6.055 4.333 1.637 0.0 0.0 0.0
H 5.557 2.786 0.929 0.0 0.0 0.0
H -1.399 0.937 -6.811 0.0 0.0 0.0
H -1.396 -0.725 -6.235 0.0 0.0 -0.1
H -3.511 1.365 -5.505 0.0 0.0 0.0
H -3.750 0.083 -6.713 0.0 0.0 0.0
H -3.524 -0.322 -4.998 0.0 0.0 0.0
H -1.300 3.124 -6.053 0.0 0.0 0.0
H -0.880 4.036 -4.582 0.0 0.0 0.0
H 1.108 2.729 -6.554 0.0 0.0 0.0
H 0.785 4.472 -6.416 0.0 0.0 0.0
H 1.575 3.599 -5.094 0.0 0.0 0.0
H -1.673 -4.141 -4.354 0.0 -0.1 0.0
H -1.774 -5.523 -3.275 0.0 0.0 0.0
H -3.547 -3.031 -3.084 0.0 0.0 0.0
H -4.046 -4.577 -3.795 0.0 0.0 0.0
H -3.678 -4.460 -2.061 0.0 0.0 0.0
O -1.181 2.665 1.823 -0.2 0.9 1.4
N -0.947 2.841 3.040 -0.2 0.4 -0.1
N -0.553 1.794 3.705 0.0 0.3 0.3
O -0.383 0.605 3.210 -0.1 0.1 1.3
C -0.349 1.999 5.091 0.1 0.0 0.4
C 0.116 0.920 5.843 0.0 0.0 -0.3
C 0.308 1.049 7.209 0.0 0.1 0.1
C 0.041 2.251 7.850 0.0 -0.1 0.0
C -0.416 3.328 7.098 0.0 0.0 0.1
C -0.612 3.215 5.734 0.0 -0.1 -0.2
H 0.306 0.000 5.310 0.0 0.0 0.0
H 0.673 0.201 7.776 0.0 0.0 0.0
H 0.178 2.347 8.921 0.0 0.0 0.0
H -0.624 4.273 7.588 0.0 0.0 0.0
H -0.971 4.048 5.150 0.0 0.0 0.0
O -0.807 3.725 -1.807 0.3 -0.1 0.3
O -1.200 4.822 -2.678 0.2 0.0 -0.1
C -4.138 0.419 -0.426 0.1 0.0 0.1
C -3.895 -0.841 0.367 0.1 0.2 -0.2
O -2.788 -1.296 0.531 -0.3 -0.2 0.0
C -5.082 -1.539 0.958 -0.3 -0.4 0.3
C -4.846 -2.578 1.861 0.1 0.1 -0.1
C -5.895 -3.273 2.432 -0.1 -0.1 0.0
C -7.206 -2.948 2.104 0.1 0.1 -0.1
C -7.451 -1.918 1.207 -0.2 -0.1 0.1
C -6.400 -1.214 0.641 0.2 0.1 -0.1
H -3.188 0.875 -0.684 0.0 0.0 -0.1
H -4.732 1.126 0.156 0.0 0.0 0.0
H -4.680 0.182 -1.344 0.0 0.0 0.0
H -3.815 -2.811 2.096 0.0 0.0 0.0
H -5.696 -4.072 3.136 0.0 0.0 0.0
H -8.031 -3.493 2.546 0.0 0.0 0.0
H -8.472 -1.662 0.949 0.0 0.0 0.0
H -6.609 -0.412 -0.055 0.0 0.0 0.0
```
Forces are in eV/Å.

As for the HOMO energy: -1.0120 eV. The charge is -2.

Atomic partial charges in e from the Mulliken method, atoms 1 to 99: Cs 2.196; C -1.031; C -1.190; C 0.445; C 0.333; C -1.053; C -1.031; C -0.051; N -1.042; C 0.017; C -0.260; C 0.346; C 0.388; C -1.183; C -1.070; C 0.280; C 0.079; C -0.156; C 0.598; N 0.200; C -0.408; C 1.731; C 0.762; N -1.066; C -0.738; C 0.193; C 0.691; C -0.381; C -0.990; C -1.079; C -1.068; C -1.069; C -0.319; C -0.119; C -1.058; C -1.063; C -0.817; C -1.229; N -0.187; C -0.990; C -1.031; H 0.378; H 0.219; H 0.217; H 0.372; H 0.447; H 0.338; H 0.346; H 0.170; H 0.386; H 0.246; H 0.243; H 0.399; H 0.469; H 0.212; H 0.368; H 0.287; H 0.121; H -0.175; H 0.323; H 0.431; H 0.237; H 0.274; H 0.350; H 0.286; H 0.487; H 0.380; H 0.299; H 0.369; H 0.183; H 0.457; H 0.417; H 0.310; H 0.378; H 0.182; H 0.462; H 0.052; H 0.311; H 0.339; H 0.256; H 0.376; H 0.421; H 0.169; H 0.392; H 0.285; O -0.439; N -0.705; N 0.995; O -0.801; C -0.051; C -0.354; C -0.475; C -0.438; C -0.424; C -0.342; H 0.424; H 0.335; H 0.346; H 0.339